Molecular formula: C11H44N22O11
Method: DFT, wB97M-V/def2-TZVPD

Each line ends with the Löwdin charge.
Element x y z (Å)
N 6.257 -21.739 -10.765  0.144
C 7.498 -22.181 -10.591  -0.784
N 7.887 -22.296 -11.787  0.142
O 8.096 -22.435 -9.564  0.046
H 6.013 -21.670 -11.742  0.091
H 5.675 -21.178 -10.159  0.117
H 7.279 -22.130 -12.576  0.116
H 8.724 -22.835 -11.953  0.129
N 13.133 -24.002 -16.103  0.141
C 13.332 -24.649 -14.934  -0.782
N 14.306 -25.486 -15.031  0.164
O 12.688 -24.420 -13.932  0.028
H 12.412 -23.308 -15.965  0.107
H 13.642 -24.131 -16.966  0.103
H 14.494 -26.045 -14.210  0.124
H 14.715 -25.789 -15.903  0.116
N 9.334 -24.192 -3.131  0.175
C 8.508 -23.178 -3.099  -0.865
N 7.693 -23.034 -4.095  0.165
O 8.299 -22.564 -2.129  0.072
H 9.480 -24.375 -4.113  0.103
H 10.105 -24.100 -2.485  0.121
H 8.065 -23.282 -5.000  0.106
H 6.950 -22.353 -4.025  0.124
N 9.524 -30.021 -14.210  0.145
C 10.266 -29.199 -13.395  -0.756
N 9.532 -28.200 -13.084  0.141
O 11.376 -29.233 -12.924  0.044
H 9.775 -30.895 -14.649  0.107
H 8.638 -29.617 -14.480  0.083
H 8.629 -28.157 -13.533  0.103
H 10.021 -27.446 -12.623  0.132
N 1.059 -18.078 -11.347  0.168
C 1.418 -19.112 -10.656  -0.837
N 0.872 -20.231 -10.983  0.169
O 2.275 -19.101 -9.815  0.035
H 0.304 -18.096 -12.018  0.108
H 1.564 -17.212 -11.227  0.122
H 0.293 -20.236 -11.811  0.105
H 1.063 -21.069 -10.453  0.129
N 1.697 -21.697 -15.833  0.137
C 2.818 -21.179 -16.182  -0.786
N 2.584 -20.297 -17.116  0.164
O 3.890 -21.384 -15.597  0.011
H 0.961 -21.056 -15.571  0.118
H 1.844 -22.613 -15.435  0.120
H 1.612 -20.023 -17.089  0.112
H 3.377 -19.728 -17.377  0.124
N 9.827 -17.329 -10.867  0.162
C 9.193 -16.202 -10.727  -0.796
N 7.921 -16.322 -10.375  0.150
O 9.712 -15.129 -10.886  0.042
H 9.282 -18.175 -10.949  0.106
H 10.833 -17.333 -10.967  0.123
H 7.480 -15.545 -9.904  0.114
H 7.458 -17.217 -10.310  0.099
N 7.923 -24.859 -17.468  0.168
C 8.183 -25.132 -18.702  -0.807
N 9.012 -26.080 -18.737  0.134
O 7.604 -24.909 -19.766  0.025
H 8.371 -25.395 -16.739  0.114
H 7.069 -24.349 -17.291  0.123
H 9.812 -26.174 -18.127  0.115
H 9.048 -26.570 -19.619  0.128
N 12.541 -25.737 -8.672  0.150
C 12.916 -26.472 -7.679  -0.754
N 13.949 -27.199 -8.024  0.157
O 12.273 -26.477 -6.602  -0.012
H 13.005 -25.636 -9.563  0.112
H 11.680 -25.221 -8.564  0.123
H 14.247 -27.120 -8.985  0.104
H 14.226 -28.054 -7.564  0.120
N 1.039 -26.459 -13.688  0.156
C 1.355 -25.958 -12.558  -0.724
N 2.690 -25.758 -12.499  0.141
O 0.543 -25.503 -11.691  -0.026
H 0.050 -26.558 -13.871  0.130
H 1.752 -26.877 -14.269  0.114
H 3.248 -26.179 -13.228  0.095
H 3.036 -25.304 -11.666  0.114
N 4.192 -17.508 -2.777  0.130
C 3.736 -18.064 -3.897  -0.782
N 4.233 -17.396 -4.927  0.153
O 3.145 -19.092 -3.843  0.068
H 4.109 -17.979 -1.888  0.115
H 4.484 -16.541 -2.795  0.095
H 4.142 -17.849 -5.825  0.118
H 4.857 -16.637 -4.696  0.103

* E_HOMO: -9.0 eV
* SMILES string: NC(N)=O.NC(N)=O.NC(N)=O.NC(N)=O.NC(N)=O.NC(N)=O.NC(N)=O.NC(N)=O.NC(N)=O.NC(N)=O.NC(N)=O
* LUMO energy: -0.6 eV
* Kohn-Sham gap: 8.35 eV
* energy relative to the best compared isomer or geometry (same formula, charge and spin): 243.0 kcal/mol
* DFT total energy: -67428.15543 eV

---

Molecular formula: C11H44N8O11
Method: DFT, wB97M-V/def2-TZVPD

Each line ends with the Löwdin charge.
Element x y z (Å)
N -11.826 -11.773 -2.929  0.153
C -11.800 -11.776 -4.211  -0.690
N -12.763 -12.378 -4.738  0.194
O -10.747 -11.294 -4.900  -0.068
H -11.028 -11.338 -2.483  0.117
H -12.677 -11.891 -2.387  0.050
H -12.604 -12.672 -5.706  0.112
H -13.532 -12.789 -4.184  0.058
N -8.776 -19.586 -4.380  0.167
C -8.897 -18.747 -5.356  -0.693
N -8.127 -19.119 -6.317  0.148
O -9.728 -17.723 -5.368  -0.079
H -9.339 -19.370 -3.507  0.113
H -7.930 -20.011 -4.257  0.072
H -8.037 -18.464 -7.110  0.133
H -7.345 -19.809 -6.202  0.144
N -12.352 -15.457 0.341  0.180
C -11.426 -14.923 0.982  -0.669
N -11.019 -13.753 0.555  0.157
O -10.885 -15.419 2.181  -0.172
H -12.870 -16.126 0.883  0.123
H -12.840 -15.111 -0.487  0.042
H -10.222 -13.371 1.173  0.164
H -10.990 -13.514 -0.412  0.052
N -14.946 -13.296 -3.303  0.141
C -14.318 -13.222 -2.138  -0.551
N -14.205 -11.998 -1.611  0.136
O -13.818 -14.359 -1.557  -0.081
H -15.119 -14.160 -3.802  0.140
H -15.437 -12.457 -3.749  0.177
H -13.757 -11.974 -0.619  0.199
H -14.506 -11.096 -1.999  0.149
C -7.979 -15.140 -4.824  -0.139
O -7.774 -15.767 -3.550  -0.151
H -6.981 -14.675 -4.992  0.090
H -8.744 -14.349 -4.667  0.072
H -8.280 -15.885 -5.601  0.059
H -8.631 -15.906 -3.140  0.018
C -11.308 -15.183 -3.423  -0.102
O -10.911 -14.163 -2.500  -0.172
H -11.677 -14.842 -4.408  0.062
H -12.055 -15.765 -2.919  0.034
H -10.436 -15.862 -3.699  0.078
H -11.442 -13.343 -2.683  0.017
C -14.244 -17.338 -2.166  -0.176
O -14.817 -18.617 -2.282  -0.133
H -14.023 -17.186 -1.070  0.092
H -14.975 -16.695 -2.561  0.053
H -13.319 -17.375 -2.746  0.060
H -14.371 -19.140 -1.571  0.094
C -11.837 -15.189 -7.077  -0.164
O -12.175 -13.877 -7.478  -0.112
H -11.797 -15.815 -7.963  0.073
H -12.534 -15.684 -6.400  0.064
H -10.783 -15.222 -6.502  0.121
H -12.902 -13.951 -8.053  0.053
C -10.481 -18.378 -1.284  -0.133
O -9.184 -18.649 -1.855  -0.152
H -10.875 -19.300 -0.685  0.115
H -11.229 -18.200 -2.073  0.059
H -10.645 -17.443 -0.729  0.056
H -8.554 -18.791 -1.123  0.104
C -8.011 -15.608 -0.361  -0.113
O -8.632 -14.519 -1.068  -0.147
H -8.672 -16.399 0.145  0.098
H -7.513 -15.039 0.405  0.072
H -7.230 -16.025 -1.012  0.073
H -9.434 -14.817 -1.446  0.000
C -8.554 -11.610 -2.711  -0.199
O -9.054 -11.589 -1.422  -0.153
H -8.386 -10.651 -3.238  0.095
H -9.033 -12.420 -3.346  0.069
H -7.544 -12.054 -2.531  0.087
H -8.894 -12.456 -0.991  0.058

* E_HOMO: -8.5 eV
* SMILES string: NC(N)=O.NC(N)=O.NC(N)=O.NC(N)=O.CO.CO.CO.CO.CO.CO.CO
* LUMO energy: -0.5 eV
* Kohn-Sham gap: 8.01 eV
* energy relative to the best compared isomer or geometry (same formula, charge and spin): 155.8 kcal/mol
* DFT total energy: -46559.09226 eV